A | A cluster of 8 separate species, BF4H14O7 in total, computed with ωB97M-V/def2-TZVPD.

Properties
molecular weight = 212.91 g mol⁻¹
LUMO energy = 2.85 eV
frontier orbital gap = 10.8 eV
HOMO = -7.987 eV
net charge = -1

Atoms and positions in Å:
H 0.424 4.176 -0.365
H -1.217 0.837 -3.184
H 0.570 2.940 -1.239
H -1.468 1.337 -1.765
H -0.645 0.857 2.584
H 1.503 -2.396 0.656
H -2.883 -2.359 -0.385
H 1.161 -3.028 2.006
O 0.772 3.885 -1.212
O -1.648 1.550 -2.689
H -0.133 -0.854 -2.286
O -0.943 1.489 3.260
H 2.807 -0.522 2.074
H -2.393 -1.778 0.926
H 2.429 0.685 1.233
O 1.867 -2.972 1.355
O -2.744 -2.588 0.539
H -1.772 1.836 2.919
F 1.026 -1.101 -0.545
B 0.214 -0.217 0.160
F -1.138 -0.287 -0.214
H 0.226 -1.673 -3.521
F 0.326 -0.347 1.554
F 0.599 1.119 -0.212
O -0.129 -0.820 -3.256
O 3.190 0.230 1.608

***

B | A cluster of 8 separate species, BF4H14O7 in total, computed with ωB97M-V/def2-TZVPD.

Properties
molecular weight = 212.91 g mol⁻¹
LUMO energy = 2.86 eV
frontier orbital gap = 10.7 eV
HOMO = -7.809 eV
net charge = -1

Atoms and positions in Å:
F 8.798 4.177 18.713
H 11.623 3.396 20.526
O 12.366 2.821 20.344
O 9.686 9.128 20.386
B 9.251 4.958 19.728
H 5.778 5.726 19.620
H 13.106 3.416 20.221
H 12.378 5.455 22.460
H 8.347 4.568 15.663
H 7.178 4.330 21.287
O 6.769 3.865 22.017
O 7.823 3.900 16.106
F 10.192 4.354 20.497
O 11.585 4.193 17.641
H 11.008 5.674 21.854
F 9.918 6.016 19.182
O 5.972 4.998 19.029
H 8.227 3.812 16.970
H 11.569 4.912 17.010
F 8.198 5.366 20.505
H 10.567 9.123 20.760
H 9.651 8.340 19.844
H 6.897 4.807 19.179
O 11.525 5.848 22.641
H 7.431 3.236 22.302
H 10.873 4.391 18.249

***

Which of them is most stable? Easy: A.